Arrangement A

Computed, not measured: a cluster of 2 separate species, CH3BrClN in total, with wB97M-V/def2-TZVPD.

HOMO level (alpha / beta): -8.04 / -9.76 eV
total charge: 0
gap between HOMO and LUMO (alpha / beta): 0.2529 / 0.3658 Ha

CARTESIAN COORDINATES (ANGSTROEM)
C1 1.186 2.711 0.283
N1 3.397 0.789 -0.608
Cl1 0.192 1.533 -0.123
Br1 2.707 -0.630 0.215
H1 2.002 2.706 -0.379
H2 1.100 3.214 1.216
H3 3.121 0.722 -1.642


Arrangement B

Computed, not measured: the molecule CH3BrClN, with wB97M-V/def2-TZVPD.

HOMO level: -10.02 eV
total charge: 0
gap between HOMO and LUMO: 0.3894 Ha

CARTESIAN COORDINATES (ANGSTROEM)
C1 -0.899 -0.450 0.344
N1 0.055 0.159 -0.360
Cl1 -1.096 -2.180 0.010
Br1 -2.694 0.498 -0.061
H1 -0.655 -0.472 1.431
H2 -0.074 0.057 -1.349
H3 -0.052 1.092 -0.001


Arrangement C

Computed, not measured: a cluster of 2 separate species, CH3BrClN in total, with wB97M-V/def2-TZVPD.

HOMO level: -10.83 eV
total charge: 0
gap between HOMO and LUMO: 0.4177 Ha

CARTESIAN COORDINATES (ANGSTROEM)
C1 1.164 0.300 -0.277
N1 1.272 1.218 0.541
Cl1 0.868 -1.427 0.153
Br1 -2.643 -0.036 -0.018
H1 1.214 0.403 -1.382
H2 1.073 0.937 1.492
H3 -2.948 -1.394 -0.509


Verdict on stability: arrangement A comes out at the bottom.


Arrangement A

Computed, not measured: the molecule C4H6N4O2, with wB97M-V/def2-TZVPD.

HOMO level (alpha / beta): -8.77 / -8.77 eV
total charge: 0
gap between HOMO and LUMO (alpha / beta): 0.3157 / 0.3158 Ha

CARTESIAN COORDINATES (ANGSTROEM)
C1 0.235 0.604 -0.233
C2 1.208 0.755 -1.287
C3 -2.172 -0.695 1.234
C4 -0.699 -1.028 1.495
N1 -0.713 1.509 -0.361
N2 0.799 1.737 -2.066
N3 0.245 -0.438 0.775
N4 2.417 0.102 -1.503
O1 1.426 -0.863 0.972
O2 -0.421 2.121 -1.512
H1 -2.470 -0.876 0.124
H2 -2.505 0.300 1.434
H3 -2.725 -1.359 1.859
H4 -0.271 -1.759 2.217
H5 2.787 -0.457 -0.776
H6 2.859 0.347 -2.372


Arrangement B

Computed, not measured: the molecule C4H6N4O2, with wB97M-V/def2-TZVPD.

HOMO level: -9.82 eV
total charge: 0
gap between HOMO and LUMO: 0.3824 Ha

CARTESIAN COORDINATES (ANGSTROEM)
C1 -1.863 -0.013 -0.304
C2 -0.008 0.755 0.978
C3 1.883 -0.002 -0.290
C4 0.006 -0.737 0.949
H1 -1.504 2.012 -0.108
H2 -0.072 1.209 1.965
H3 1.412 2.036 -0.229
H4 1.344 -1.964 -0.264
H5 0.014 -1.234 1.928
H6 -1.439 -2.019 -0.167
N1 -1.227 1.091 0.230
N2 1.176 1.123 0.174
N3 1.233 -1.112 0.252
N4 -1.200 -1.102 0.215
O1 -2.784 -0.012 -1.093
O2 2.817 0.005 -1.060


Verdict on stability: arrangement A comes out at the bottom.


Arrangement A

Computed, not measured: the molecule C3H6N4S, with wB97M-V/def2-TZVPD.

HOMO level: -8.56 eV
total charge: 0
gap between HOMO and LUMO: 0.3373 Ha

CARTESIAN COORDINATES (ANGSTROEM)
C1 0.378 0.362 -0.235
C2 1.713 -0.259 -0.630
C3 -0.606 -0.653 0.213
H1 -1.603 1.623 0.622
H2 -0.830 3.158 0.224
H3 2.175 0.240 -1.525
H4 2.401 -0.243 0.208
H5 -0.139 -2.583 0.674
H6 -2.211 -1.193 1.007
N1 -0.933 2.178 0.087
N2 0.236 1.638 -0.258
N3 -0.174 -1.953 -0.119
N4 -1.669 -0.353 0.834
S1 1.261 -1.962 -1.103


Arrangement B

Computed, not measured: the molecule C3H6N4S, with wB97M-V/def2-TZVPD.

HOMO level: -7.65 eV
total charge: 0
gap between HOMO and LUMO: 0.3116 Ha

CARTESIAN COORDINATES (ANGSTROEM)
C1 2.211 0.514 -0.194
C2 0.227 -0.071 0.068
C3 -2.397 -0.511 -0.248
N1 2.654 -0.667 -0.104
N2 0.447 -1.308 -0.018
N3 1.738 -1.649 -0.202
N4 2.820 1.707 -0.088
S1 -1.196 0.875 0.011
H1 -3.217 -0.128 -0.883
H2 -2.624 -0.897 0.649
H3 -1.691 -1.259 -0.824
H4 1.994 -2.493 0.192
H5 2.391 2.537 0.064
H6 3.818 1.637 0.011


Arrangement C

Computed, not measured: a cluster of 3 separate species, C3H6N4S in total, with wB97M-V/def2-TZVPD.

HOMO level: -8.89 eV
total charge: 0
gap between HOMO and LUMO: 0.3035 Ha

CARTESIAN COORDINATES (ANGSTROEM)
C1 -1.599 0.285 -0.122
C2 0.897 -0.008 -0.254
C3 3.070 0.255 0.191
H1 -2.430 2.215 -0.147
H2 -0.565 1.937 0.121
H3 -0.536 -1.607 -0.289
H4 1.119 1.174 -0.385
H5 3.117 1.714 0.725
H6 4.706 0.985 0.529
N1 -1.511 1.638 -0.099
N2 -0.322 -0.497 -0.218
N3 1.907 -0.772 -0.129
N4 4.270 -0.371 0.069
S1 -3.127 -0.600 0.199


Arrangement D

Computed, not measured: the molecule C3H6N4S, with wB97M-V/def2-TZVPD.

HOMO level: -8.56 eV
total charge: 0
gap between HOMO and LUMO: 0.3308 Ha

CARTESIAN COORDINATES (ANGSTROEM)
C1 0.819 1.032 -0.301
C2 0.046 0.022 1.769
C3 -0.861 -0.771 -0.317
H1 1.352 1.778 -2.064
H2 0.162 0.392 -2.106
H3 0.052 1.027 2.238
H4 0.027 -1.924 2.006
H5 -1.515 -1.230 0.439
H6 -1.726 -1.578 -1.801
N1 0.746 1.097 -1.633
N2 0.020 0.086 0.340
N3 -0.043 -1.020 2.461
N4 -0.943 -0.955 -1.591
S1 1.866 2.046 0.561


Verdict on stability: arrangement C comes out at the bottom.


Arrangement A

Computed, not measured: the molecule CHF3O2S, with wB97M-V/def2-TZVPD.

HOMO level: -12.07 eV
total charge: 0
gap between HOMO and LUMO: 0.4545 Ha

CARTESIAN COORDINATES (ANGSTROEM)
C1 -1.539 -1.142 -0.363
O1 -0.449 -0.541 1.914
O2 -1.268 1.324 0.576
F1 -1.815 -0.676 -1.623
F2 -2.727 -1.380 0.101
F3 -0.701 -2.104 -0.495
S1 -0.662 0.057 0.669
H1 0.646 0.073 0.193


Arrangement B

Computed, not measured: the molecule CHF3O2S, with wB97M-V/def2-TZVPD.

HOMO level: -12.42 eV
total charge: 0
gap between HOMO and LUMO: 0.4639 Ha

CARTESIAN COORDINATES (ANGSTROEM)
C1 -0.313 0.302 0.766
O1 -0.923 -0.995 -1.401
O2 1.418 -1.246 -0.645
F1 0.881 1.028 1.526
F2 -0.765 -0.578 1.605
F3 -1.174 1.254 0.534
S1 0.262 -0.452 -0.838
H1 0.614 0.687 -1.546


Verdict on stability: arrangement B comes out at the bottom.


Arrangement A

Computed, not measured: a cluster of 40 separate species, H80O40 in total, with wB97M-V/def2-TZVPD.

HOMO level (alpha / beta): -12.53 / -12.53 eV
total charge: +1
spin multiplicity: 2
<S²>: 0.756
gap between HOMO and LUMO (alpha / beta): 0.3442 / 0.0997 Ha

CARTESIAN COORDINATES (ANGSTROEM)
H1 0.214 -1.588 6.725
H2 1.208 -0.925 5.740
O1 1.131 -1.298 6.633
H3 -0.758 -3.727 -3.300
H4 -1.937 -3.014 -2.645
O2 -1.489 -3.042 -3.338
H5 -1.448 -0.039 2.455
H6 -0.723 0.324 3.693
O3 -1.003 -0.428 3.181
H7 4.313 -4.280 1.743
H8 2.987 -5.033 1.099
O4 3.505 -4.089 1.333
H9 1.342 -6.015 -1.107
H10 2.276 -5.424 -2.500
O5 2.129 -5.908 -1.801
H11 -0.863 4.208 5.038
O6 -0.082 3.976 5.590
H12 2.164 1.607 5.584
O7 2.865 1.057 5.889
H13 2.254 3.182 1.960
H14 1.543 4.467 1.599
O8 2.223 4.054 2.111
H15 -0.842 -5.745 -0.141
H16 -0.506 -6.689 1.167
O9 -0.428 -5.886 0.639
H17 4.633 4.371 -1.883
H18 3.452 3.262 -2.183
O10 4.125 3.877 -2.539
H19 4.099 -3.190 0.238
H20 4.129 -3.436 -1.287
O11 4.411 -2.870 -0.604
H21 5.947 -1.390 -1.032
O12 6.801 -0.944 -0.875
H22 -0.741 3.881 -2.928
H23 -1.107 5.605 -2.787
O13 -0.439 4.921 -2.900
H24 -3.200 -1.506 5.329
H25 -2.255 -2.618 4.810
O14 -3.089 -2.248 4.663
H26 -4.140 -1.235 -0.079
H27 -4.954 -2.227 0.726
O15 -4.521 -2.165 -0.128
H28 2.160 2.498 -5.588
H29 0.944 1.656 -5.752
O16 1.374 2.472 -6.182
H30 -3.072 -5.031 2.619
H31 -2.254 -3.779 3.086
O17 -2.466 -4.671 3.138
H32 -3.757 2.798 -1.569
H33 -4.084 1.672 -0.633
O18 -4.181 2.605 -0.682
H34 0.128 1.064 -1.989
O19 -0.115 1.022 -0.923
H35 -3.103 -1.579 -4.348
H36 -3.004 -0.510 -5.434
O20 -3.564 -0.797 -4.668
H37 -1.959 -1.271 1.905
O21 -2.643 -2.046 1.980
H38 1.133 5.837 -1.833
H39 0.931 5.387 -0.479
O22 1.535 5.854 -0.958
H40 0.221 2.390 1.288
H41 -0.585 0.923 1.837
O23 -0.397 2.000 1.885
H42 -2.038 1.581 0.806
H43 -2.812 0.437 -0.074
O24 -2.336 0.719 0.710
H44 -4.400 -4.218 -1.728
H45 -3.857 -3.586 -2.835
O25 -4.103 -4.443 -2.496
H46 -1.400 0.005 -5.536
H47 -0.080 0.199 -6.201
O26 -0.547 -0.439 -5.621
H48 1.622 -0.853 -3.555
H49 -0.022 -0.722 -3.552
O27 0.955 -0.240 -3.543
H50 -0.609 4.070 2.584
H51 0.204 4.820 3.854
O28 -0.401 4.977 3.031
H52 -2.522 2.454 -3.216
H53 -1.185 1.382 -2.783
O29 -1.688 2.295 -2.843
H54 0.288 -1.712 0.360
H55 -0.266 -2.586 1.550
O30 -0.122 -1.637 1.179
H56 -1.400 3.441 -0.160
H57 -0.426 4.010 -1.214
O31 -0.667 4.031 -0.247
H58 -2.012 -3.245 0.384
O32 -1.582 -3.145 -0.576
H59 1.483 -1.100 1.618
H60 2.729 -1.685 0.984
O33 2.395 -0.999 1.710
H61 -0.353 0.133 -0.832
H62 0.767 4.103 4.902
H63 -3.229 -1.727 2.791
H64 2.301 0.406 6.297
H65 6.785 -0.443 0.089
H66 -1.884 -2.243 -0.890
O34 -2.814 0.760 5.409
H67 -2.990 1.135 6.156
H68 -3.095 1.051 4.598
O35 1.633 -1.524 -1.199
H69 1.859 -2.016 -2.018
H70 2.406 -1.349 -0.791
O36 4.123 4.958 0.309
H71 3.663 5.227 0.987
H72 3.641 5.365 -0.422
O37 2.493 1.467 1.694
H73 1.710 1.033 1.409
H74 2.791 0.938 2.423
O38 1.396 -3.252 -4.908
H75 1.937 -3.184 -5.793
H76 0.546 -3.135 -5.254
O39 -3.573 -0.135 -1.767
H77 -3.486 -0.586 -2.457
H78 -4.393 -0.183 -1.355
O40 2.302 2.885 -0.923
H79 1.548 3.137 -1.554
H80 2.250 3.041 -0.077


Arrangement B

Computed, not measured: a cluster of 40 separate species, H80O40 in total, with wB97M-V/def2-TZVPD.

HOMO level (alpha / beta): -12.56 / -12.56 eV
total charge: +1
spin multiplicity: 2
<S²>: 0.757
gap between HOMO and LUMO (alpha / beta): 0.3372 / 0.1385 Ha

CARTESIAN COORDINATES (ANGSTROEM)
H1 1.728 5.234 2.808
H2 1.739 4.422 4.073
O1 2.219 4.795 3.483
H3 2.641 -3.207 5.364
H4 3.463 -3.062 4.023
O2 2.609 -3.419 4.381
H5 -1.808 5.976 0.707
H6 -1.477 4.884 1.433
O3 -1.948 5.728 1.477
H7 2.831 0.976 1.275
H8 2.405 2.540 1.608
O4 2.664 1.555 1.934
H9 1.484 -1.494 -3.852
H10 2.962 -1.938 -4.485
O5 2.273 -1.258 -4.423
H11 0.327 -3.270 1.409
O6 0.179 -3.329 0.379
H12 0.844 -2.950 4.231
O7 -0.026 -2.767 4.171
H13 4.020 -0.031 -3.147
H14 4.727 1.274 -3.047
O8 4.162 0.680 -2.527
H15 1.193 3.620 -3.090
H16 0.015 2.790 -2.671
O9 0.171 3.737 -2.985
H17 5.076 4.341 0.355
H18 4.478 2.825 0.815
O10 4.488 3.635 0.522
H19 -4.046 -3.283 1.892
H20 -2.428 -2.815 1.602
O11 -3.345 -2.635 1.630
H21 -4.489 1.973 0.836
O12 -4.926 1.251 1.234
H22 3.346 -0.985 4.692
H23 2.244 -0.182 4.059
O13 2.861 -0.165 4.758
H24 -2.802 6.286 -1.040
H25 -1.653 5.581 -1.799
O14 -1.883 6.224 -1.108
H26 2.580 5.575 0.788
H27 3.285 5.758 -0.670
O15 2.702 5.993 -0.132
H28 -4.460 -0.717 -2.609
H29 -3.913 -1.495 -3.804
O16 -3.915 -1.549 -2.800
H30 -0.493 -0.559 -2.997
H31 -0.791 -0.552 -1.437
O17 -1.084 -0.130 -2.364
H32 -0.856 -2.951 -4.029
H33 -0.645 -3.493 -5.430
O18 -0.162 -3.276 -4.669
H34 -1.713 -0.477 2.296
O19 -1.905 0.435 2.510
H35 -2.358 2.431 -1.073
H36 -2.481 1.003 -1.970
O20 -2.831 1.845 -1.617
H37 -4.931 2.129 4.033
O21 -4.275 1.805 4.667
H38 -3.441 -0.233 5.737
H39 -1.928 -0.291 5.748
O22 -2.575 -0.781 5.424
H40 -4.156 -1.614 0.143
H41 -5.672 -1.596 0.444
O23 -5.016 -1.551 -0.327
H42 1.197 1.495 -1.439
H43 -0.082 1.437 -0.574
O24 0.808 1.437 -0.555
H44 3.423 -0.639 0.865
H45 3.325 -1.999 -0.066
O25 3.971 -1.556 0.490
H46 2.336 4.098 -0.761
H47 0.894 3.864 0.073
O26 1.854 3.539 -0.004
H48 1.694 -4.074 -1.571
H49 1.480 -3.722 -3.105
O27 1.564 -4.520 -2.581
H50 1.665 0.034 -2.894
H51 2.520 1.178 -2.713
O28 1.572 0.987 -2.915
H52 -1.618 -1.335 -5.790
H53 -0.456 -0.448 -5.759
O29 -1.081 -0.906 -6.349
H54 -0.674 -4.999 -1.718
H55 -2.113 -4.258 -1.632
O30 -1.172 -4.136 -1.951
H56 4.873 -1.858 -2.475
H57 4.882 -3.260 -3.332
O31 5.132 -2.213 -3.355
H58 -3.632 2.164 -4.214
O32 -3.738 2.304 -5.263
H59 -4.081 -3.542 -2.446
H60 -3.969 -2.888 -1.052
O33 -3.968 -3.685 -1.468
H61 -2.897 0.534 2.471
H62 -0.056 -4.201 -0.065
H63 -3.703 1.395 4.201
H64 -0.466 -3.266 4.898
H65 -4.014 0.602 1.390
H66 -2.734 2.014 -5.451
O34 0.568 -5.700 -0.449
H67 1.016 -5.963 -1.173
H68 0.449 -6.417 0.245
O35 0.455 3.564 5.147
H69 0.441 4.520 4.797
H70 1.224 3.202 4.683
O36 1.067 -0.474 2.843
H71 0.406 -1.091 3.360
H72 0.668 0.269 2.855
O37 -1.918 -0.989 0.360
H73 -2.778 -1.148 -0.193
H74 -1.168 -1.559 0.120
O38 -1.459 2.576 0.526
H75 -1.238 2.733 1.392
H76 -1.689 1.668 0.675
O39 0.698 -1.388 -1.054
H77 0.547 -2.329 -1.146
H78 0.998 -1.170 -0.021
O40 4.290 -2.886 2.741
H79 4.307 -2.755 1.678
H80 5.095 -3.489 2.879


Verdict on stability: arrangement A comes out at the bottom.